(1)
C14H14FeN2O3S as an isolated structure, computed with ωB97M-V/def2-TZVPD.

```
35
Properties=species:S:1:pos:R:3:forces:R:3
C -0.71911 0.63495 -3.25036 -0.6326 -0.3988 -0.6841
C 0.64037 1.01629 -3.12654 -0.4435 -0.3664 0.0321
C 0.74902 1.93764 -2.06168 -0.4430 0.5357 -0.1171
C -0.49004 2.21963 -1.53197 -0.2322 0.9297 -1.5785
C -1.59079 1.42227 -2.24378 -0.0847 1.0157 0.9006
Fe -0.29857 -0.89353 -1.78540 0.2523 1.0151 -0.1855
N -2.27874 0.75696 -1.10726 -1.1181 -1.3908 -1.9276
C 0.78223 -2.35878 -2.78702 -2.2676 -0.8585 -0.9955
C 1.95323 -1.75420 -2.41665 1.3185 0.8817 1.5160
H 1.67751 2.36397 -1.75731 0.5240 0.1961 0.3807
H 1.46599 0.61419 -3.71082 -0.1919 0.1996 0.1295
H -0.77805 3.08024 -0.93453 0.3544 -0.4112 0.1632
H -2.32530 2.12727 -2.76264 0.6779 -0.4186 0.0336
H -1.10615 0.26506 -4.19661 -0.1929 -0.0447 0.0408
H 2.57945 -1.13498 -3.09797 -0.7269 -0.6393 0.5486
H 0.19209 -3.09964 -2.18168 0.9928 0.3197 -0.3733
H -3.23835 0.46565 -1.41659 0.7461 0.2020 -0.1100
H 2.29965 -1.86775 -1.37361 -0.0020 0.0195 -0.7875
H 0.44811 -2.27817 -3.82848 0.1567 -0.3366 0.2252
O 0.97973 -2.22977 0.54345 -0.8026 0.1436 0.7848
C 0.39070 -1.22625 0.97921 0.1306 1.1948 -2.0003
N -0.24510 -0.29097 0.17571 1.8340 -0.0392 2.0047
S -0.27823 1.22769 1.00742 -1.2276 -1.2643 -0.3373
O 0.98640 1.90349 0.81563 0.0357 0.0365 0.7113
O -1.50332 1.99565 1.06500 0.9744 -0.2236 0.6088
C -0.21093 0.39951 2.59809 0.0832 0.2302 0.5740
C -0.58639 0.85703 3.86177 0.4245 -0.1541 -0.1103
C -0.38149 0.00367 4.95844 0.0894 0.0977 -0.3697
C 0.22552 -1.25063 4.76910 -0.0815 0.2660 0.1304
C 0.58191 -1.69279 3.49584 -0.2640 0.3667 -0.2770
C 0.29717 -0.86046 2.40323 0.1802 -0.8893 1.5622
H -0.99276 1.86318 3.97284 0.0028 -0.3097 -0.0001
H -0.67908 0.32633 5.96357 0.1356 -0.1555 -0.3862
H 0.40933 -1.87816 5.64031 -0.0243 0.0450 -0.1524
H 1.04404 -2.66461 3.32131 -0.1775 0.2053 0.0459
```
Positions in Å, forces in eV/Å.

Properties
Total charge ... -2
Gap between HOMO and LUMO (spin up / spin down) ... 2.58 / 3.77 eV
Max |F| ... 2.7 eV/A
2S+1 ... 5
HOMO level (spin up / spin down) ... 0.087 / 0.043 hartree

---

(2)
C33H43N8O as an isolated structure, computed with ωB97M-V/def2-TZVPD.

```
85
Properties=species:S:1:pos:R:3:forces:R:3
C 9.52426 41.79566 49.94444 -6.2048 -4.6352 0.2844
O 8.49612 41.96253 48.96685 -0.2377 0.2015 0.2469
H 9.33554 42.40711 50.75172 0.8365 1.9139 1.9024
H 10.28070 41.84073 49.32213 5.3397 0.3737 -1.0746
H 9.26462 40.69915 50.39029 1.6580 1.9486 -0.5179
N 7.85776 39.00129 49.11863 -0.5028 3.2619 -2.2486
C 7.13483 38.34270 48.13928 -0.5725 -3.1457 0.8395
C 7.11164 36.94707 48.49366 2.4780 3.4630 3.8347
C 7.87634 36.91361 49.83687 -1.2090 -1.0552 -2.8361
C 8.31650 38.17126 50.08091 0.8086 1.1771 1.1268
H 8.05637 40.09495 49.02436 -0.5897 -2.4337 0.3635
H 6.54925 38.80561 47.33220 0.7477 0.1715 0.5728
H 6.66234 36.03722 48.21318 -0.7046 -0.3517 -1.0955
H 8.06656 35.97915 50.36000 0.0571 0.4741 0.0784
H 8.93720 38.69262 50.85949 -0.6724 -1.2486 -0.7305
N 8.63783 41.19465 54.84539 -0.0312 0.6120 -1.3331
C 8.55212 40.62610 53.59029 0.4161 -5.1491 4.5433
C 8.64352 39.22930 53.70797 0.4805 2.7169 3.7603
C 8.96276 39.14566 55.31208 -0.9466 -6.6457 -3.6512
C 8.86036 40.30799 55.86360 -0.3879 2.5751 -1.4317
H 8.51004 42.14656 55.01156 -0.1663 1.5993 0.0614
H 8.37095 41.07935 52.74051 -0.9406 2.8860 -3.7135
H 8.28660 38.55252 52.90376 0.9248 0.1245 1.0934
H 9.04928 38.17051 55.86438 0.0412 1.2063 -0.7675
H 8.83615 40.70785 56.82516 0.2987 0.0554 1.4936
N 6.95776 43.36033 50.67886 0.3814 0.8906 0.5064
C 6.61280 44.68392 50.52010 -0.8442 0.6815 -1.2425
C 5.34381 44.87412 51.10783 1.6789 -0.9326 1.3257
C 5.13166 43.58201 51.86978 -6.0827 4.1373 2.1002
C 6.05801 42.71423 51.51413 2.5998 0.1023 -1.3604
H 7.78682 42.87097 50.28411 -1.2955 0.5810 -0.5285
H 7.23340 45.41781 49.86992 -1.1846 -1.6410 1.2447
H 4.79422 45.85846 51.19073 0.6900 -1.5992 -0.0548
H 4.07720 43.58088 52.70946 3.7263 -0.6420 -2.9071
H 6.40472 41.74562 51.72334 -0.5948 -1.2731 0.7126
N 12.61775 39.41443 48.46319 -1.9609 2.0090 2.6494
C 12.53627 39.63317 49.90150 2.7905 -2.0581 -2.7220
C 13.87968 39.40597 50.33582 -2.2263 -0.3133 -4.4381
C 14.75183 39.09692 49.17068 -9.3490 3.3085 0.5077
C 13.87890 39.39218 48.06348 1.4593 -2.2272 5.0624
H 11.80075 39.51480 47.83923 1.0273 -0.0454 0.4991
H 11.56881 39.53236 50.37936 0.3063 0.3473 0.1134
H 14.01414 39.36598 51.33380 1.2160 -0.1478 3.0830
H 15.70343 39.00155 49.21147 6.1590 -0.6408 -0.0315
H 14.03914 39.23455 47.10532 1.0290 -0.3717 -4.4697
N 10.32510 40.85379 47.12034 4.0205 -2.5824 -6.0871
C 11.32273 41.62004 46.42528 -2.6494 -2.4820 -0.4859
C 11.65760 40.77480 45.38472 -4.3904 -3.5323 4.3901
C 10.94065 39.36569 45.48007 1.3544 3.7345 1.2966
C 10.12775 39.54695 46.63440 3.5092 2.7404 -3.3729
H 9.86882 41.09607 47.85749 -3.8453 2.4231 5.4214
H 11.44557 42.71484 46.59981 0.0781 -1.3337 -0.0041
H 12.28415 40.99177 44.69185 4.0397 1.3369 -4.5080
H 11.26976 38.51127 44.80993 -1.0300 1.1505 1.2520
H 9.51788 38.88836 47.12056 -1.5964 -1.4381 1.2193
N 11.52753 41.99115 53.96178 -3.9352 -1.6007 3.5125
C 12.32268 42.62056 54.98832 -1.7556 -1.4344 -5.0535
C 13.34228 43.14705 54.31987 3.5219 0.9800 -1.0988
C 13.30200 42.73500 52.91353 -1.8918 0.3822 0.4904
C 12.01644 42.13037 52.72900 5.7071 2.1208 4.3375
H 10.59166 41.40424 54.16793 3.0936 2.0660 -0.6012
H 12.16306 42.57073 55.97826 -1.0425 -0.2383 3.0660
H 14.13211 43.78104 54.85065 -0.9948 -1.1960 -1.1177
H 14.06369 42.85394 52.15254 -0.2821 0.3795 0.1139
H 11.50624 41.91751 51.91596 -2.1212 -1.4768 -3.7077
N 6.30838 41.60561 47.40720 4.9487 1.8583 0.5525
C 4.94908 41.86171 47.63040 7.0674 -3.5901 -4.7362
C 4.25578 41.27783 46.73645 1.2962 -0.9061 -6.2821
C 5.33685 41.03572 45.56355 -3.0266 -1.0261 0.3269
C 6.57234 41.20673 46.09904 -6.0023 0.7452 2.6155
H 7.24878 41.84646 48.02333 -3.1142 -0.2969 -0.9548
H 4.81393 42.19656 48.46282 -2.3964 3.7730 9.4794
H 3.24836 41.15352 46.92117 -2.1651 -0.3446 -0.9092
H 5.14720 40.76038 44.50887 -0.1302 0.0171 0.9320
H 7.42332 41.10396 45.58132 3.3950 -0.2363 -1.0220
N 9.60170 44.51605 47.66312 1.3987 -2.0960 2.3108
C 10.59135 45.19186 48.42289 -2.7903 1.2037 -6.0379
C 11.05177 46.16405 47.59515 -1.7126 -1.0768 -2.2085
C 10.33009 45.94049 46.24811 4.7748 3.3711 0.5524
C 9.70181 44.75999 46.34768 0.8737 4.1511 3.0047
H 9.07307 43.74645 48.03702 -0.1019 -0.7654 0.2356
H 10.77977 44.95699 49.35424 0.7750 -1.1403 4.5594
H 11.86542 46.80552 47.80216 0.4117 0.8186 0.0237
H 10.63859 46.67581 45.41205 -0.8886 -1.9435 1.0516
H 9.24419 44.28875 45.63030 -2.8492 -2.7765 -3.4078
```
Positions in Å, forces in eV/Å.

Properties
Total charge ... -1
Gap between HOMO and LUMO ... 7.94 eV
Max |F| ... 10.5 eV/A
HOMO level ... -0.203 hartree